Entry 1:
The following is a quantum chemistry calculation of a structure of composition C46H54ClN5O5SW, from the OMol25 dataset.

ORCA input file:
```
! RIJCOSX wB97M-V def2-TZVPD def2/J DEFGRID3
* xyz 0 1
W 0.09111 -0.90358 0.84060
C 0.27147 3.23571 4.54678
C 0.42238 2.55863 3.18141
C 1.59245 3.15688 2.40004
C -0.88555 2.62042 2.41794
C -1.41629 3.87024 2.11033
C -2.63771 3.99098 1.47249
C -3.37409 2.85366 1.18642
C -2.89518 1.58612 1.50192
C -3.80881 0.38576 1.36707
C -4.65009 0.25929 2.64515
C -4.71900 0.44221 0.14072
C -1.61621 1.48015 2.06254
N -1.05318 0.17175 2.29058
C -1.23454 -0.31688 3.53824
O -1.72657 0.24870 4.50641
C -0.74182 -1.72287 3.64129
C -0.77832 -2.47852 4.80038
C -0.25686 -3.76084 4.77327
C 0.30605 -4.24963 3.59778
C 0.30711 -3.43404 2.49130
N -0.23421 -2.21298 2.51008
C 0.88962 -3.79637 1.16032
O 1.41667 -4.87211 0.96668
N 0.69867 -2.79032 0.24270
C 0.83692 -3.20564 -1.13617
C -0.27235 -3.75832 -1.78751
C -0.15194 -4.03483 -3.14505
C 1.03571 -3.81610 -3.82107
C 2.14543 -3.35895 -3.13342
C 2.06824 -3.05602 -1.77863
C 3.30766 -2.61115 -1.02636
C 3.57164 -1.11340 -1.18093
C 4.54613 -3.41434 -1.42491
C -1.53174 -4.16855 -1.04216
C -1.47513 -5.67785 -0.76401
C -2.82789 -3.82033 -1.77115
H 1.18459 3.11145 5.13321
H -0.56131 2.80242 5.09949
H 0.09506 4.30734 4.43280
H 0.62960 1.50772 3.38626
H 1.39798 4.20063 2.14465
H 1.78767 2.62655 1.46556
H 2.50490 3.13395 3.00130
H -0.86142 4.76178 2.38030
H -3.02694 4.96991 1.22058
H -4.34980 2.95267 0.72873
H -3.19163 -0.51019 1.29234
H -5.30590 1.12729 2.75097
H -4.02499 0.20530 3.53670
H -5.27768 -0.63387 2.59937
H -5.54560 1.14022 0.29234
H -5.15512 -0.54119 -0.04387
H -4.17279 0.74006 -0.75444
H -1.21299 -2.03186 5.68356
H -0.27702 -4.37604 5.66300
H 0.74314 -5.23471 3.51735
H -0.99802 -4.44217 -3.68197
H 1.10187 -4.02691 -4.88104
H 3.08453 -3.23774 -3.65864
H 3.12427 -2.83406 0.02622
H 3.71868 -0.85739 -2.23305
H 4.47718 -0.81918 -0.64267
H 2.74930 -0.48968 -0.82535
H 4.88954 -3.15171 -2.42713
H 4.34856 -4.48617 -1.40049
H 5.36754 -3.19967 -0.73835
H -1.54562 -3.63630 -0.08884
H -1.50653 -6.23349 -1.70471
H -2.33441 -5.98595 -0.16401
H -0.56190 -5.95970 -0.24141
H -2.87196 -4.26753 -2.76497
H -2.94911 -2.74302 -1.87393
H -3.67943 -4.20601 -1.20695
S -1.67502 -0.79395 -0.73098
C -1.08742 -0.61565 -2.40006
C -2.07281 -0.52702 -3.38505
C -1.72793 -0.34910 -4.71503
C -0.39348 -0.24515 -5.08516
C 0.58913 -0.32005 -4.10943
C 0.24615 -0.50369 -2.77836
H -3.11640 -0.59629 -3.09987
H -2.50747 -0.28548 -5.46393
H -0.12215 -0.10120 -6.12281
H 1.63485 -0.23730 -4.37892
H 1.03524 -0.56983 -2.04223
N 2.70568 -1.55655 2.73322
N 1.97777 -0.47730 2.12598
H 3.57141 -1.20044 3.12654
H 2.95555 -2.20047 1.99036
H 2.56042 0.10522 1.52424
H 1.64146 0.11927 2.87801
C 2.08208 4.19838 -3.77818
C 1.78455 4.98491 -2.53603
C 2.51383 6.11699 -2.19734
C 2.22729 6.82310 -1.04012
Cl 3.17863 8.22788 -0.63907
C 1.20079 6.43347 -0.20219
C 0.45692 5.30997 -0.53495
C 0.75573 4.59045 -1.68040
O 0.01328 3.49508 -2.05857
C -0.22539 2.52525 -1.06918
C 1.02792 1.74106 -0.75175
O 2.11779 1.97694 -1.19271
O 0.84280 0.75011 0.13688
H 3.00768 4.54379 -4.23746
H 1.27617 4.30409 -4.50730
H 2.17088 3.13888 -3.54137
H 3.32564 6.44517 -2.83374
H 0.97698 7.00394 0.68880
H -0.36514 5.00114 0.09673
H -0.97600 1.83697 -1.45607
H -0.62140 2.93778 -0.13644
*
```

Energy relative to the best compared isomer or geometry (same formula, charge and spin) in kJ/mol: 0.00
HOMO level (spin up / spin down) in eV: -7.3 / -7.3
Orbital gap (spin up / spin down) in eV: 6.1 / 6.1
Calculated total energy in eV: -91454.0479
Maximum force in Eh/bohr: 0.03461
LUMO (spin up / spin down) in eV: -1.22 / -1.23

Here are the Löwdin charges for atoms 1 to 8, given in e:
1 W 1.4794
2 C -0.0483
3 C -0.3649
4 C -0.0376
5 C -0.1420
6 C -0.0700
7 C -0.0668
8 C -0.0197



Entry 2:
The following is a quantum chemistry calculation of a structure of composition C46H55AsCuN4O2P2SSi2, from the OMol25 dataset.

ORCA input file:
```
! RIJCOSX wB97M-V def2-TZVPD def2/J DEFGRID3
* xyz 0 2
Cu -1.79886 -1.51609 -0.15544
O -5.73798 -1.71169 0.73181
C -4.52739 -1.81644 0.44743
N -3.63296 -0.85694 0.07625
C -3.94071 0.45555 -0.10229
O -3.47586 1.12987 -1.03653
C -4.91679 1.14502 0.81596
C -6.12043 1.79197 0.38312
C -6.66890 2.69920 1.18577
C -6.08865 3.03691 2.42766
C -5.04845 2.20921 2.86570
N -4.44568 1.28873 2.08559
C -3.92471 -3.22759 0.26502
C -4.66647 -4.36565 0.55335
C -4.06969 -5.61805 0.51649
C -2.65426 -5.65784 0.29362
C -1.99233 -4.45574 0.03342
N -2.63675 -3.31244 -0.07361
H -6.37398 1.61615 -0.65308
H -7.53268 3.26432 0.83880
H -6.35638 3.99572 2.90045
H -4.56225 2.28883 3.86338
H -5.72291 -4.22162 0.74491
H -4.55663 -6.61689 0.52423
H -2.12331 -6.57588 0.23272
H -0.95098 -4.52831 -0.32128
C 6.78891 -2.04655 0.17508
S 6.20887 -2.44572 -1.46903
C 4.97333 -1.12986 -1.61400
C 3.57324 -1.54740 -1.17941
C 2.80559 -0.39668 -0.48394
N 1.44010 -0.71884 0.08040
P 1.01597 -0.29621 1.75301
C 2.38464 -0.73214 2.77808
C 3.20091 -1.75815 2.40278
C 4.33225 -2.04767 3.11294
C 4.62347 -1.38905 4.27686
C 3.67673 -0.45752 4.75972
C 2.46686 -0.14310 4.07054
C -0.23167 -1.42388 2.44745
C -1.56053 -0.95248 2.55436
C -2.53179 -1.78358 3.21492
C -2.24678 -3.02382 3.67220
C -0.91043 -3.50162 3.60003
C 0.05206 -2.69991 2.96984
P 0.12673 -0.88532 -1.03916
C 0.45659 -2.19908 -2.22373
C -0.01716 -2.16257 -3.57309
C 0.23433 -3.22618 -4.41922
C 0.57843 -4.43848 -3.84534
C 0.93718 -4.59799 -2.52334
C 0.90832 -3.43777 -1.70029
C 0.32231 0.61981 -2.15047
C 1.16080 0.51586 -3.33234
C 1.19946 1.58931 -4.24064
C 0.49899 2.81155 -3.92930
C -0.31579 2.96568 -2.75863
C -0.28750 1.80878 -1.90325
H 7.45933 -1.17741 0.18426
H 7.38094 -2.89485 0.43947
H 6.08147 -1.99122 0.99663
H 4.93537 -0.98271 -2.73311
H 5.30526 -0.26348 -1.09417
H 3.57555 -2.38038 -0.42998
H 3.00766 -1.84784 -2.08420
H 2.71585 0.44351 -1.22752
H 3.52279 0.07813 0.24583
H 2.91234 -2.36434 1.52717
H 5.04561 -2.72667 2.73267
H 5.51764 -1.64858 4.77574
H 3.82340 0.18854 5.65580
H 1.63344 0.49315 4.43336
H -1.80276 0.10492 2.27089
H -3.54296 -1.35295 3.38266
H -3.08355 -3.69577 3.87299
H -0.70730 -4.48908 4.03893
H 1.08153 -3.17585 3.03117
H -0.56214 -1.28377 -3.96130
H 0.22338 -3.04798 -5.53941
H 0.48581 -5.29480 -4.49358
H 1.23170 -5.62440 -2.13826
H 1.22134 -3.48886 -0.64720
H 1.85944 -0.31099 -3.40537
H 1.84666 1.49693 -5.14907
H 0.52441 3.69146 -4.58429
H -0.24563 3.93634 -2.23581
H -0.90688 1.78194 -1.01041
C 1.95708 5.24612 1.52516
Si 2.75690 3.69803 2.34058
C 2.78083 3.69098 4.18901
C 4.53123 3.55433 1.76422
As 1.06257 2.03642 1.60551
Si -2.06127 3.56512 -3.63184
C -2.83764 4.56941 -2.04389
C -1.68718 4.80358 -5.04983
C -3.05492 2.12066 -4.31394
H 2.29769 6.16752 1.96500
H 0.85160 5.30464 1.55241
H 2.14589 5.34792 0.45778
H 3.62665 4.31008 4.53385
H 2.91685 2.63972 4.50011
H 1.89073 4.12877 4.65616
H 5.17748 4.39979 2.01690
H 4.70720 3.31359 0.68427
H 4.97914 2.73158 2.36149
H -3.93644 4.54451 -2.27079
H -2.43061 5.55985 -1.87956
H -2.53892 3.90594 -1.19087
H -0.71191 5.25944 -5.24522
H -2.27334 5.69316 -4.74741
H -2.09974 4.42369 -5.97349
H -3.92044 2.49966 -4.87893
H -3.41614 1.42035 -3.53392
H -2.59145 1.58242 -5.17317
*
```

Energy relative to the best compared isomer or geometry (same formula, charge and spin) in kJ/mol: 178.27
HOMO level (spin up / spin down) in eV: -5.6 / -6.4
Orbital gap (spin up / spin down) in eV: 5.7 / 6.4
⟨S²⟩: 0.79
Calculated total energy in eV: -209293.7173
Maximum force in Eh/bohr: 0.08122
LUMO (spin up / spin down) in eV: 0.03 / 0.03

Here are the Löwdin charges for atoms 1 to 8, given in e:
1 Cu 0.2346
2 O 0.0354
3 C -0.4111
4 N 0.0562
5 C -0.4193
6 O 0.0377
7 C -0.1665
8 C -0.0217



What is the formula in the first record?
C46H54ClN5O5SW



The lowest energy relative to the best compared isomer or geometry (same formula, charge and spin) belongs to which entry?
C46H54ClN5O5SW



Which of these has the lowest calculated total energy?
C46H55AsCuN4O2P2SSi2